Entry 1:
The following is a quantum chemistry calculation of a molecular structure, C25H37BCaN6OSi in a non-equilibrium geometry, from the OMol25 dataset.

* Kohn-Sham gap: 2.92 eV
* LUMO: 4.59 eV
* highest occupied orbital energy: 1.7 eV

Geometry as ORCA input:
```
! RIJCOSX wB97M-V def2-TZVPD def2/J DEFGRID3
* xyz -2 1
Ca -0.177 0.446 0.721
Si -2.065 1.517 -2.229
O -2.211 0.435 0.743
N 1.628 0.424 2.252
N 1.511 0.574 -0.959
N -1.072 1.992 2.262
N -0.923 2.019 -0.974
N 1.534 0.814 3.521
N -0.682 2.104 3.531
C -0.201 -2.813 2.130
C 3.667 -0.532 -1.081
C 2.777 0.730 4.102
C -0.455 -3.991 -2.880
C -2.021 2.870 2.006
C 2.362 2.654 -2.637
C -0.011 -2.798 3.616
C -0.744 -2.665 -2.167
C -0.557 -2.764 -0.663
C 0.074 -1.513 -2.743
C 3.200 1.609 -2.294
C 0.879 -2.977 1.270
C -1.371 3.145 4.116
C -1.638 -2.634 0.199
C -3.500 0.613 -1.427
C -2.787 3.106 -2.971
C -2.235 3.642 3.158
C 2.752 0.597 -1.456
C 0.517 1.714 -1.362
C 1.055 2.720 -2.177
C -1.336 0.473 -3.598
C 2.864 0.037 1.997
C -1.464 -2.664 1.574
C 3.638 0.229 3.145
C 0.704 -2.948 -0.104
B 0.200 1.071 4.237
H -3.952 1.222 -0.643
H -2.123 0.179 -4.305
H 3.012 0.985 5.124
H -0.403 0.033 4.240
H 1.865 -3.129 1.686
H 3.216 -0.317 1.050
H -4.277 0.384 -2.178
H -1.265 3.477 5.139
H 0.958 -2.375 3.891
H 4.561 -0.146 -0.584
H 4.692 0.031 3.274
H 0.390 1.391 5.379
H -0.132 -1.357 -3.797
H -3.237 3.723 -2.188
H -0.573 1.020 -4.164
H -1.101 -4.786 -2.503
H -2.004 3.691 -3.465
H -0.604 -3.928 -3.963
H -0.135 -0.597 -2.210
H 0.576 -4.305 -2.712
H -2.507 2.996 1.051
H -2.930 4.459 3.287
H -0.858 -0.479 -3.194
H -1.805 -2.427 -2.345
H 3.173 -1.226 -0.402
H -2.627 -2.490 -0.211
H -2.315 -2.568 2.229
H -3.165 -0.323 -0.981
H -3.559 2.868 -3.710
H 0.438 3.563 -2.461
H 2.729 3.446 -3.284
H 4.215 1.588 -2.679
H -0.779 -2.194 4.103
H 1.562 -3.049 -0.755
H 1.148 -1.707 -2.644
H 3.967 -1.087 -1.975
H -0.066 -3.804 4.041
*
```



Entry 2:
The following is a quantum chemistry calculation of C4H8N2 in the gas phase in a non-equilibrium geometry, from the OMol25 dataset.

* Kohn-Sham gap: 9.84 eV
* LUMO: 1.19 eV
* highest occupied orbital energy: -8.6 eV

Geometry as ORCA input:
```
! RIJCOSX wB97M-V def2-TZVPD def2/J DEFGRID3
* xyz 0 1
N 1.637 -0.503 -0.211
N 0.362 -0.877 -0.110
C 2.134 0.627 0.067
C -1.179 1.024 -0.294
C -2.064 -0.209 -0.175
C -0.733 -0.175 0.609
H -2.909 -0.183 0.412
H -0.408 1.288 -1.102
H -1.708 1.878 0.198
H -2.261 -1.008 -0.835
H 3.214 0.854 0.068
H -0.928 -0.377 1.876
H 1.662 1.455 0.667
H 0.401 -1.846 -0.279
*
```



Entry 3:
The following is a quantum chemistry calculation of a molecular structure, C37H10Cl7F4N8O2SY in a non-equilibrium geometry, from the OMol25 dataset.

* Kohn-Sham gap (alpha / beta): 5.51 / 4.07 eV
* <S²>: 0.779
* LUMO (alpha / beta): 1.08 / -0.36 eV
* highest occupied orbital energy (alpha / beta): -4.4 / -4.4 eV

Geometry as ORCA input:
```
! RIJCOSX wB97M-V def2-TZVPD def2/J DEFGRID3
* xyz -1 2
Y 0.134 0.474 -1.167
Cl -4.948 2.863 0.332
Cl 2.729 7.079 0.980
Cl -0.197 2.867 -3.716
Cl -2.447 0.950 0.722
Cl -2.696 4.713 -4.242
Cl 3.659 6.458 -2.028
Cl -5.053 4.743 -2.182
S 2.025 -0.044 1.102
F -2.706 -5.604 -1.517
F -0.716 -1.580 0.028
F -1.822 -6.835 0.586
F 0.305 -2.850 1.980
O 4.091 1.696 -2.303
O -0.784 4.097 1.899
N 0.203 -4.050 4.742
N -0.141 -8.082 3.038
N 0.777 2.425 1.274
N 1.739 -0.949 -2.228
N 0.187 0.911 2.781
N -4.562 -3.543 -3.225
N 1.954 1.682 -1.395
N -1.337 -0.557 -2.570
C 2.470 5.534 0.240
C -1.021 -2.934 0.092
C 1.038 1.133 1.701
C -1.388 2.205 -1.397
C 1.819 4.554 0.959
C -3.601 -3.217 -2.677
C 2.930 -0.350 -2.324
C 3.985 -2.415 -2.830
C -3.627 2.934 -0.773
C 0.064 -0.268 3.486
C -0.750 -4.922 1.484
C -1.812 -3.515 -0.884
C 2.885 5.256 -1.053
C -2.489 2.162 -0.584
C -1.985 -4.880 -0.646
C 3.037 1.148 -2.025
C 2.692 3.997 -1.581
C -1.898 -1.568 -2.367
C -0.026 -4.725 3.829
C -0.302 -5.538 2.704
C 1.638 -2.262 -2.453
C -1.495 2.980 -2.526
C -0.288 3.006 2.055
C -1.500 -5.539 0.470
C -2.610 3.759 -2.812
C -0.861 -0.323 4.477
C 1.584 3.296 0.420
C -1.678 0.799 4.772
C -3.670 3.755 -1.900
C 2.746 -3.032 -2.753
C -2.424 -2.783 -2.015
C 4.086 -1.049 -2.620
C -0.499 -3.582 1.184
C 2.062 2.979 -0.864
C -0.230 -6.941 2.875
C -0.596 1.997 3.042
C -1.546 1.962 4.049
H 5.015 -0.503 -2.676
H 0.710 -1.077 3.192
H -2.163 2.834 4.215
H -2.412 0.728 5.563
H 3.049 3.786 -2.576
H 0.645 -2.693 -2.382
H 2.629 -4.095 -2.910
H 4.871 -2.996 -3.052
H -0.953 -1.253 5.023
H 1.476 4.793 1.953
*
```



Please write out number 1 again, unchanged.
The following is a quantum chemistry calculation of a molecular structure, C25H37BCaN6OSi in a non-equilibrium geometry, from the OMol25 dataset.

* Kohn-Sham gap: 2.92 eV
* LUMO: 4.59 eV
* highest occupied orbital energy: 1.7 eV

Geometry as ORCA input:
```
! RIJCOSX wB97M-V def2-TZVPD def2/J DEFGRID3
* xyz -2 1
Ca -0.177 0.446 0.721
Si -2.065 1.517 -2.229
O -2.211 0.435 0.743
N 1.628 0.424 2.252
N 1.511 0.574 -0.959
N -1.072 1.992 2.262
N -0.923 2.019 -0.974
N 1.534 0.814 3.521
N -0.682 2.104 3.531
C -0.201 -2.813 2.130
C 3.667 -0.532 -1.081
C 2.777 0.730 4.102
C -0.455 -3.991 -2.880
C -2.021 2.870 2.006
C 2.362 2.654 -2.637
C -0.011 -2.798 3.616
C -0.744 -2.665 -2.167
C -0.557 -2.764 -0.663
C 0.074 -1.513 -2.743
C 3.200 1.609 -2.294
C 0.879 -2.977 1.270
C -1.371 3.145 4.116
C -1.638 -2.634 0.199
C -3.500 0.613 -1.427
C -2.787 3.106 -2.971
C -2.235 3.642 3.158
C 2.752 0.597 -1.456
C 0.517 1.714 -1.362
C 1.055 2.720 -2.177
C -1.336 0.473 -3.598
C 2.864 0.037 1.997
C -1.464 -2.664 1.574
C 3.638 0.229 3.145
C 0.704 -2.948 -0.104
B 0.200 1.071 4.237
H -3.952 1.222 -0.643
H -2.123 0.179 -4.305
H 3.012 0.985 5.124
H -0.403 0.033 4.240
H 1.865 -3.129 1.686
H 3.216 -0.317 1.050
H -4.277 0.384 -2.178
H -1.265 3.477 5.139
H 0.958 -2.375 3.891
H 4.561 -0.146 -0.584
H 4.692 0.031 3.274
H 0.390 1.391 5.379
H -0.132 -1.357 -3.797
H -3.237 3.723 -2.188
H -0.573 1.020 -4.164
H -1.101 -4.786 -2.503
H -2.004 3.691 -3.465
H -0.604 -3.928 -3.963
H -0.135 -0.597 -2.210
H 0.576 -4.305 -2.712
H -2.507 2.996 1.051
H -2.930 4.459 3.287
H -0.858 -0.479 -3.194
H -1.805 -2.427 -2.345
H 3.173 -1.226 -0.402
H -2.627 -2.490 -0.211
H -2.315 -2.568 2.229
H -3.165 -0.323 -0.981
H -3.559 2.868 -3.710
H 0.438 3.563 -2.461
H 2.729 3.446 -3.284
H 4.215 1.588 -2.679
H -0.779 -2.194 4.103
H 1.562 -3.049 -0.755
H 1.148 -1.707 -2.644
H 3.967 -1.087 -1.975
H -0.066 -3.804 4.041
*
```